{
  "formula": "C38H61BCl5NO4P",
  "method": "ωB97M-V/def2-TZVPD",
  "symbols": ["C", "C", "C", "O", "P", "C", "C", "C", "C", "C", "C", "C", "C", "C", "C", "C", "C", "C", "C", "C", "C", "O", "Cl", "C", "C", "C", "C", "O", "C", "B", "O", "N", "C", "C", "H", "H", "H", "H", "H", "H", "H", "H", "H", "H", "H", "H", "H", "H", "H", "H", "H", "H", "H", "H", "H", "H", "H", "H", "H", "H", "H", "H", "H", "H", "H", "H", "H", "H", "H", "H", "H", "H", "H", "H", "H", "H", "H", "H", "H", "H", "H", "H", "H", "H", "H", "H", "H", "Cl", "C", "C", "Cl", "C", "C", "C", "C", "H", "H", "H", "H", "Cl", "C", "C", "Cl", "C", "C", "C", "C", "H", "H", "H", "H"],
  "coordinates": [[-2.362, 4.059, 3.260], [-3.387, 3.665, 2.326], [-2.898, 3.285, 0.856], [-3.572, 2.251, 0.110], [-2.703, 0.720, 0.334], [-2.324, 0.404, -1.505], [-0.889, -0.241, -1.817], [-0.050, 0.543, -2.972], [1.214, 1.251, -2.245], [2.493, 0.294, -2.064], [3.069, 0.540, -0.555], [2.409, -0.528, 0.451], [3.444, -1.162, 1.517], [2.875, -1.203, 3.030], [3.199, -2.607, 3.793], [1.842, -3.314, 4.287], [2.000, -4.244, 5.583], [0.495, -4.753, 5.965], [0.494, -6.247, 6.575], [-4.480, -0.030, 0.061], [-5.439, 0.902, -0.802], [-5.398, 1.017, -2.058], [-6.793, 1.900, 0.004], [-2.126, -0.994, 0.935], [-2.712, -1.467, 2.347], [-1.516, -2.316, 3.065], [-3.937, -2.539, 2.213], [-1.162, 1.563, 0.535], [-1.315, 3.002, 0.586], [-1.036, 3.906, -0.731], [-1.015, 3.450, -2.097], [-0.821, 5.399, -0.510], [-1.488, 6.169, -1.619], [0.628, 5.735, -0.412], [-2.438, 4.975, 3.936], [-1.370, 3.476, 3.318], [-4.472, 3.674, 2.675], [-3.111, 4.237, 0.230], [-2.864, 1.039, 1.731], [-2.552, 1.369, -2.074], [-3.110, -0.362, -1.870], [-0.187, -0.337, -0.925], [-1.054, -1.310, -2.220], [0.293, -0.221, -3.753], [-0.758, 1.281, -3.473], [1.424, 2.237, -2.784], [0.853, 1.543, -1.185], [3.309, 0.695, -2.770], [2.213, -0.795, -2.246], [2.763, 1.585, -0.177], [4.218, 0.532, -0.553], [2.005, -1.407, -0.174], [1.555, -0.021, 1.027], [3.618, -2.262, 1.219], [4.444, -0.614, 1.486], [1.761, -0.969, 3.093], [3.410, -0.379, 3.637], [3.742, -3.308, 3.074], [3.869, -2.448, 4.712], [1.436, -3.959, 3.433], [1.121, -2.464, 4.581], [2.648, -5.171, 5.423], [2.333, -3.599, 6.479], [0.019, -4.007, 6.695], [-0.099, -4.795, 4.976], [1.052, -6.260, 7.587], [-0.564, -6.628, 6.797], [0.976, -6.999, 5.859], [-4.944, -0.066, 1.122], [-4.454, -1.119, -0.299], [-0.975, -0.933, 1.051], [-2.295, -1.781, 0.103], [-2.967, -0.632, 3.079], [-0.499, -1.799, 2.974], [-1.779, -2.642, 4.128], [-1.429, -3.286, 2.441], [-4.915, -1.954, 2.235], [-3.844, -3.079, 1.207], [-3.904, -3.338, 3.026], [-0.538, 3.374, 1.338], [-0.306, 3.878, -2.621], [-2.623, 5.991, -1.638], [-1.027, 5.979, -2.649], [-1.351, 7.302, -1.418], [1.139, 4.962, 0.273], [0.704, 6.771, 0.076], [1.140, 5.759, -1.437], [3.942, 1.903, -4.512], [5.392, 2.785, -4.190], [5.605, 3.454, -2.986], [4.442, 3.448, -1.709], [6.791, 4.158, -2.784], [7.763, 4.191, -3.778], [7.553, 3.519, -4.978], [6.369, 2.818, -5.183], [6.962, 4.683, -1.851], [8.684, 4.742, -3.617], [8.311, 3.542, -5.754], [6.212, 2.298, -6.121], [-4.435, -4.059, -1.617], [-3.635, -4.201, -3.141], [-2.264, -3.992, -3.284], [-1.249, -3.586, -1.948], [-1.672, -4.111, -4.540], [-2.444, -4.440, -5.649], [-3.811, -4.654, -5.505], [-4.405, -4.534, -4.253], [-0.607, -3.947, -4.659], [-1.979, -4.530, -6.625], [-4.414, -4.914, -6.369], [-5.471, -4.701, -4.149]],
  "atomic_forces_ev_per_a": [[-1.46, -0.78, -1.55], [3.16, 0.37, 1.83], [-0.51, 0.36, -0.85], [1.57, 1.71, 0.84], [-0.51, -0.51, 0.24], [-0.16, -0.70, -0.85], [0.20, -0.31, -1.40], [-0.01, -0.33, 1.07], [-1.21, -0.15, 0.04], [0.37, 2.07, 0.69], [-0.54, -0.43, -0.18], [0.59, -0.11, 0.21], [-0.71, -0.48, 0.17], [1.13, 0.04, 0.55], [-0.60, 0.05, 0.04], [0.85, 0.12, 0.47], [-1.70, 0.31, 0.19], [0.48, -0.83, -0.53], [-0.06, 0.40, 0.58], [-2.67, 0.04, 1.56], [1.32, -0.87, -4.77], [-0.28, -0.56, 5.52], [0.83, -0.67, 0.01], [1.23, -0.83, 0.05], [1.12, -1.98, 0.43], [-0.45, -0.55, -1.08], [0.34, 0.92, -0.38], [0.03, 1.37, -0.51], [0.01, -0.65, -0.06], [0.31, 0.00, -1.23], [0.56, 0.24, 1.86], [-0.02, -0.68, -1.48], [0.08, 1.28, 0.35], [-0.20, 0.24, 0.70], [-0.51, -1.93, -0.23], [-1.38, 1.59, -0.86], [1.36, 0.75, -1.27], [-0.03, -1.02, 1.37], [-0.57, -0.27, 0.20], [0.67, -1.35, 0.66], [1.23, 1.27, 0.44], [-1.18, 0.21, -0.95], [0.22, 2.05, 0.81], [-0.25, 1.11, 0.93], [1.14, -0.83, 0.65], [0.30, -1.32, 0.63], [0.39, -0.40, -1.74], [-1.51, -1.42, 1.21], [0.54, 1.42, 0.24], [0.49, -1.48, -0.79], [-1.59, -0.33, 0.09], [0.32, 1.44, 1.02], [1.06, -0.85, -1.00], [-0.03, 1.70, 0.33], [-1.30, -0.75, 0.05], [1.43, -0.44, -0.32], [-0.93, -1.10, -0.96], [-0.59, 0.91, 1.01], [-0.88, -0.10, -1.37], [0.22, 1.11, 1.18], [0.82, -1.50, -0.63], [-0.59, 1.45, 0.20], [0.02, -1.14, -1.43], [0.53, -1.15, -1.16], [0.70, 0.26, 1.66], [-0.71, -0.07, -1.64], [1.38, 0.65, -0.40], [-0.55, 1.15, 0.98], [0.60, 0.12, -1.64], [-0.25, 1.77, -0.01], [-1.71, -0.04, -0.15], [0.11, 1.00, 1.42], [0.10, -0.79, -1.36], [-1.51, -0.56, 0.45], [0.47, 0.63, -1.25], [0.04, 1.32, 0.97], [1.10, -1.10, -0.01], [-0.16, 0.77, 1.38], [-0.12, 1.20, -0.88], [-1.39, -0.20, -0.53], [-0.88, -0.05, 0.44], [1.80, -0.01, -0.02], [-0.68, 0.14, 1.16], [-0.17, -1.70, -0.23], [-0.64, 1.22, -1.08], [0.20, -1.39, -0.74], [-0.45, -0.07, 1.22], [0.23, 0.49, -0.35], [0.19, 0.01, -0.26], [0.21, 0.16, 0.06], [-0.09, -0.07, -0.18], [0.25, -0.02, -0.31], [-0.17, -0.08, 0.02], [-0.15, -0.04, 0.09], [0.32, 0.20, 0.10], [-0.17, -0.12, -0.06], [-0.11, -0.05, 0.02], [-0.11, -0.02, 0.06], [-0.13, 0.02, 0.17], [0.18, 0.05, 0.05], [-0.15, -0.04, -0.23], [0.16, -0.04, -0.18], [-0.24, -0.60, 0.11], [-0.24, -0.09, -0.29], [-0.04, 0.02, 0.19], [0.07, 0.03, 0.17], [0.19, -0.03, -0.31], [-0.12, 0.03, 0.18], [-0.01, 0.03, 0.12], [0.03, 0.04, 0.12], [0.14, 0.07, 0.14]],
  "gap_ev": 6.56,
  "total_charge": -1
}

***

{
  "formula": "C2H8S3",
  "method": "ωB97M-V/def2-TZVPD",
  "symbols": ["S", "S", "H", "H", "C", "C", "S", "H", "H", "H", "H", "H", "H"],
  "coordinates": [[4.643, -1.676, 1.349], [3.471, -3.352, 1.128], [5.164, -1.699, 0.134], [4.279, -4.266, 1.644], [-2.840, 1.411, -0.303], [-1.616, 0.653, -0.766], [-0.060, 1.255, -0.033], [-3.065, 1.238, 0.746], [-2.748, 2.490, -0.444], [-3.710, 1.107, -0.888], [-1.541, 0.687, -1.853], [-1.666, -0.393, -0.463], [-0.309, 2.544, -0.250]],
  "atomic_forces_ev_per_a": [[-0.22, -0.13, 0.42], [-0.48, 0.33, -0.15], [0.29, 0.06, -0.45], [0.41, -0.26, 0.19], [-0.40, 0.11, 0.00], [0.21, 0.08, -0.03], [-0.09, -0.23, 0.05], [0.09, -0.04, 0.08], [0.18, -0.02, -0.04], [-0.03, -0.10, 0.03], [0.07, -0.04, 0.04], [-0.06, -0.02, -0.08], [0.03, 0.26, -0.05]],
  "gap_ev": 9.40,
  "total_charge": 0
}

***

{
  "formula": "C30H48NP2S3Sn",
  "method": "ωB97M-V/def2-TZVPD",
  "symbols": ["Sn", "C", "C", "C", "P", "C", "C", "C", "C", "C", "C", "C", "C", "C", "N", "C", "C", "C", "C", "C", "C", "P", "C", "C", "C", "C", "C", "C", "H", "H", "H", "H", "H", "H", "H", "H", "H", "H", "H", "H", "H", "H", "H", "H", "H", "H", "H", "H", "H", "H", "H", "H", "H", "H", "H", "H", "H", "H", "H", "H", "H", "H", "H", "H", "C", "C", "S", "C", "C", "S", "C", "C", "S", "H", "H", "H", "H", "H", "H", "H", "H", "H", "H", "H", "H"],
  "coordinates": [[0.224, 0.022, -0.388], [3.195, 2.933, -0.434], [2.068, 3.658, 0.294], [2.619, 4.478, 1.454], [0.733, 2.410, 0.747], [0.577, 2.096, 2.589], [0.269, 3.284, 3.490], [1.783, 1.287, 3.057], [-0.817, 3.236, 0.308], [-1.034, 4.574, 0.622], [-2.261, 5.163, 0.391], [-3.297, 4.387, -0.108], [-3.086, 3.068, -0.448], [-1.822, 2.476, -0.320], [-1.563, 1.176, -0.700], [-2.536, 0.492, -1.447], [-3.104, 1.049, -2.592], [-4.114, 0.391, -3.265], [-4.560, -0.843, -2.820], [-3.948, -1.444, -1.737], [-2.929, -0.796, -1.048], [-2.015, -1.527, 0.349], [-3.213, -1.437, 1.788], [-4.671, -1.648, 1.403], [-3.026, -0.077, 2.456], [-1.732, -3.334, -0.083], [-1.323, -3.403, -1.552], [-2.812, -4.358, 0.243], [3.934, 3.647, -0.790], [2.805, 2.380, -1.291], [3.692, 2.228, 0.228], [1.565, 4.330, -0.415], [3.128, 3.844, 2.175], [1.840, 5.040, 1.962], [3.350, 5.190, 1.072], [-0.305, 1.434, 2.600], [1.159, 3.866, 3.702], [-0.118, 2.923, 4.440], [-0.488, 3.926, 3.046], [2.684, 1.894, 3.073], [1.952, 0.433, 2.397], [1.618, 0.916, 4.065], [-0.227, 5.158, 1.040], [-2.416, 6.208, 0.610], [-4.284, 4.811, -0.229], [-3.913, 2.476, -0.813], [-2.744, 2.007, -2.938], [-4.556, 0.840, -4.140], [-5.364, -1.348, -3.330], [-4.274, -2.422, -1.420], [-2.897, -2.219, 2.489], [-4.991, -0.900, 0.680], [-5.294, -1.548, 2.289], [-4.842, -2.635, 0.987], [-3.240, 0.732, 1.758], [-2.007, 0.035, 2.823], [-3.702, 0.023, 3.304], [-0.851, -3.572, 0.530], [-2.191, -3.313, -2.201], [-0.822, -4.346, -1.764], [-0.630, -2.586, -1.789], [-3.690, -4.232, -0.383], [-3.108, -4.316, 1.286], [-2.415, -5.357, 0.060], [5.484, -2.311, 1.029], [5.270, -0.890, 0.551], [3.630, -0.562, -0.178], [3.533, -1.623, -1.654], [2.952, -3.020, -1.451], [1.726, -3.098, -0.092], [2.256, -4.511, 0.937], [3.685, -4.472, 1.451], [4.166, -2.866, 2.181], [6.428, -2.370, 1.574], [5.519, -2.999, 0.188], [6.032, -0.617, -0.178], [5.316, -0.197, 1.389], [4.530, -1.683, -2.088], [2.891, -1.053, -2.330], [3.722, -3.749, -1.220], [2.436, -3.327, -2.362], [2.088, -5.433, 0.377], [1.557, -4.466, 1.772], [4.406, -4.697, 0.668], [3.792, -5.223, 2.236]],
  "atomic_forces_ev_per_a": [[-0.25, 0.18, -0.63], [-0.18, 0.03, -0.08], [0.02, -0.36, -0.14], [-0.22, -0.01, 0.00], [-0.52, 0.73, 0.67], [0.09, -0.03, -0.33], [-0.07, -0.06, -0.14], [-0.17, -0.12, -0.11], [0.27, -0.25, -0.12], [-0.11, 0.00, -0.07], [0.02, 0.26, 0.06], [0.09, -0.04, 0.06], [-0.20, -0.06, -0.01], [0.15, 0.20, 0.40], [0.31, -0.15, -0.26], [-0.13, -0.33, -0.02], [-0.01, -0.09, -0.16], [0.13, 0.10, 0.07], [-0.02, -0.21, 0.04], [-0.08, 0.02, -0.15], [0.38, 0.22, 0.24], [-0.55, -0.69, 0.30], [0.38, 0.11, -0.10], [0.12, -0.04, 0.01], [0.05, -0.10, 0.08], [0.07, 0.33, 0.13], [0.20, 0.22, 0.05], [0.07, 0.18, 0.06], [0.06, 0.10, -0.05], [0.17, -0.05, 0.02], [0.05, -0.06, -0.03], [-0.03, -0.18, 0.16], [0.03, -0.01, 0.10], [0.03, 0.06, 0.09], [0.05, 0.04, -0.07], [0.12, 0.11, -0.08], [0.10, 0.10, 0.01], [-0.03, -0.06, 0.10], [-0.05, 0.09, 0.08], [0.14, 0.05, -0.01], [0.15, -0.09, 0.09], [0.00, -0.06, 0.12], [0.02, 0.09, 0.06], [-0.01, 0.08, 0.06], [-0.04, 0.04, -0.03], [-0.01, 0.08, -0.04], [-0.03, 0.09, -0.02], [-0.05, 0.08, -0.11], [-0.10, -0.08, -0.09], [-0.05, -0.10, 0.02], [0.03, 0.01, -0.10], [-0.06, 0.03, -0.02], [-0.06, 0.00, 0.11], [-0.09, -0.11, -0.10], [-0.01, 0.14, -0.07], [0.06, 0.08, 0.04], [-0.05, 0.02, 0.05], [-0.14, 0.05, -0.14], [-0.01, 0.01, -0.05], [0.05, -0.04, 0.00], [-0.06, -0.23, -0.17], [-0.14, -0.03, -0.03], [-0.13, -0.01, 0.14], [0.01, -0.04, -0.05], [-0.27, -0.13, 0.47], [-0.49, -0.08, -0.37], [0.38, 0.24, -0.12], [0.07, 0.35, 0.44], [-0.44, -0.23, 0.43], [0.03, -0.40, -0.01], [-0.02, 0.31, -0.53], [0.13, 0.39, 0.30], [0.28, -0.22, -0.09], [0.03, -0.04, -0.18], [0.04, -0.06, -0.03], [0.13, 0.06, 0.06], [0.06, 0.11, 0.02], [-0.03, 0.04, -0.17], [0.15, -0.07, -0.03], [0.09, -0.04, -0.07], [0.19, -0.10, 0.00], [-0.04, -0.06, 0.16], [-0.06, -0.10, 0.01], [-0.02, -0.11, 0.01], [0.06, -0.05, -0.13]],
  "gap_ev": 6.45,
  "total_charge": 1
}

***

{
  "formula": "C7H11N2O2",
  "method": "ωB97M-V/def2-TZVPD",
  "symbols": ["C", "C", "C", "C", "N", "N", "H", "H", "H", "H", "H", "H", "C", "C", "C", "O", "O", "H", "H", "H", "H", "H"],
  "coordinates": [[0.528, -2.853, -0.588], [0.742, -1.810, 0.484], [1.830, -1.012, 0.667], [0.275, -0.616, 2.210], [-0.220, -1.593, 1.467], [1.491, -0.237, 1.759], [1.243, -2.661, -1.371], [-0.447, -2.850, -1.096], [2.793, -0.919, 0.204], [-0.241, -0.188, 3.050], [1.938, 0.672, 1.784], [0.581, -3.815, -0.054], [-0.770, 1.702, -1.436], [-2.061, 1.240, -0.761], [0.007, 2.610, -0.461], [-0.639, 3.288, 0.423], [1.250, 2.689, -0.527], [-0.055, 0.884, -1.632], [-0.966, 2.220, -2.375], [-2.038, 0.265, -0.236], [-2.849, 1.049, -1.510], [-2.393, 1.936, -0.001]],
  "atomic_forces_ev_per_a": [[-0.45, 0.12, 0.96], [-0.84, -0.67, -0.51], [-1.15, -0.05, 0.49], [-0.41, -0.59, -1.02], [0.87, 0.43, 0.06], [1.22, 0.67, -0.16], [0.59, -0.60, -0.17], [0.04, 0.45, 0.52], [-0.11, 0.11, -0.30], [0.12, 0.27, 0.02], [-0.42, 0.07, 0.71], [0.40, -0.06, -0.78], [0.51, -0.44, 1.13], [-0.84, -1.38, -0.54], [-0.25, 2.37, 2.24], [-0.16, -1.22, -1.34], [0.67, -0.93, -0.94], [-0.48, 0.10, -0.19], [0.04, 0.13, 0.07], [0.71, 0.32, -0.19], [0.00, 0.40, 0.16], [-0.03, 0.49, -0.20]],
  "gap_ev": 7.23,
  "total_charge": -1
}